{"formula": "H35O17", "method": "the ωB97M-V functional and the def2-TZVPD basis", "species": ["O", "H", "H", "O", "H", "H", "O", "H", "H", "O", "H", "H", "O", "H", "O", "H", "H", "O", "H", "H", "O", "H", "H", "O", "H", "H", "O", "H", "H", "O", "H", "H", "O", "H", "H", "O", "H", "H", "O", "H", "H", "O", "H", "H", "O", "H", "H", "O", "H", "H", "H", "H"], "coordinates": [[-3.25356, 0.11475, -3.15075], [-4.10308, 0.17235, -2.58817], [-3.38213, -0.23539, -4.01944], [-2.76271, 2.39684, 2.25574], [-2.49409, 2.82271, 1.41839], [-2.33490, 2.95762, 2.94546], [3.61378, -2.14293, -1.12750], [4.31916, -2.82066, -0.77333], [3.18397, -2.94339, -1.45978], [-1.79821, -2.07606, -2.34474], [-2.44614, -2.32715, -2.98538], [-1.51721, -1.18760, -2.69214], [0.85892, -0.82813, -1.37217], [1.32833, -1.12523, -2.09570], [-0.65535, -1.32140, 3.16701], [-1.56361, -1.29279, 2.96077], [-0.68364, -1.26432, 4.07414], [-1.59718, 1.95937, -0.45956], [-1.65000, 2.81903, -0.81272], [-2.36282, 1.45622, -0.73855], [0.72205, 1.48672, -2.58162], [-0.18087, 1.76177, -2.62472], [1.17763, 1.92385, -1.91594], [1.45494, 1.32212, 0.40812], [1.73931, -0.09665, 0.39488], [0.50803, 1.19616, 0.76430], [1.67698, 1.27077, 3.21570], [2.01448, 0.48062, 2.69227], [2.10244, 1.13029, 3.99241], [-1.50527, 4.66752, -1.30605], [-2.17636, 5.32632, -1.15704], [-0.88050, 5.27769, -1.59614], [1.66608, -2.70193, -2.96519], [2.02486, -2.10696, -3.59614], [0.86512, -2.96685, -3.21071], [-3.04416, -0.35061, 2.35062], [-2.33170, 0.12943, 1.95229], [-3.43360, 0.31458, 2.92377], [0.64354, -3.07985, 1.75323], [-0.17336, -3.26451, 1.01191], [0.05385, -2.65058, 2.44713], [3.19251, 3.28951, 1.71562], [4.00834, 2.85121, 1.44809], [3.32960, 4.20752, 1.58012], [1.95506, -1.07961, 0.78450], [2.47823, -1.38250, 0.09500], [1.29217, -1.95231, 1.16429], [-1.07814, -3.28908, -0.07240], [-0.29280, -3.44441, -0.58060], [-1.62714, -2.62882, -0.51772], [0.46144, -0.06271, -1.60518], [2.03270, 1.82145, 0.93971]], "mulliken_charge": [-0.62, 0.34, 0.29, -0.61, 0.29, 0.31, -0.66, 0.34, 0.27, -0.56, 0.26, 0.29, -0.45, 0.28, -0.61, 0.39, 0.24, -0.53, 0.31, 0.30, -0.61, 0.27, 0.27, -0.62, 0.42, 0.34, -0.56, 0.27, 0.29, -0.55, 0.27, 0.26, -0.58, 0.31, 0.24, -0.68, 0.34, 0.30, -0.80, 0.50, 0.48, -0.59, 0.31, 0.27, -0.55, 0.51, 0.46, -0.62, 0.29, 0.36, 0.29, 0.26], "e_above_lowest_kcal_mol": 87.36, "spin_multiplicity": 1, "gap_ev": 11.12, "total_charge": 1, "energy_ev": -35368.5358, "e_homo_ev": -13.570}

=====

{"formula": "C46H55BrF2InN7PS2Si", "method": "the ωB97M-V functional and the def2-TZVPD basis", "species": ["In", "F", "C", "C", "C", "C", "C", "F", "C", "C", "C", "C", "C", "C", "N", "H", "H", "H", "H", "H", "H", "C", "N", "C", "C", "N", "C", "C", "C", "C", "C", "C", "C", "C", "C", "N", "C", "N", "C", "C", "N", "C", "C", "C", "N", "C", "C", "H", "H", "H", "H", "H", "H", "H", "H", "H", "H", "H", "H", "H", "H", "H", "H", "H", "H", "H", "H", "H", "H", "H", "H", "H", "H", "H", "H", "H", "H", "Br", "C", "Si", "C", "C", "H", "H", "H", "H", "H", "H", "H", "H", "H", "S", "P", "S", "C", "C", "C", "C", "C", "C", "C", "C", "C", "C", "C", "C", "H", "H", "H", "H", "H", "H", "H", "H", "H", "H"], "coordinates": [[-0.33922, -0.87727, 0.12485], [-5.59510, -2.48773, -0.41747], [-4.31175, -2.77293, -0.75057], [-3.27823, -2.10251, -0.13190], [-1.95359, -2.40575, -0.44853], [-1.69532, -3.40638, -1.39905], [-2.77746, -4.01519, -2.02584], [-2.58817, -4.93822, -3.00831], [-4.09230, -3.72575, -1.72328], [-0.27552, -3.75982, -1.68388], [0.13098, -4.94506, -2.30235], [1.48239, -5.17975, -2.48396], [2.40404, -4.23710, -2.05717], [1.92281, -3.09379, -1.44333], [0.62472, -2.87531, -1.25435], [-3.51851, -1.34326, 0.59938], [-4.90541, -4.22213, -2.23259], [-0.59510, -5.67046, -2.62989], [1.81024, -6.09461, -2.96283], [3.46773, -4.36908, -2.19847], [2.59222, -2.31406, -1.10198], [-0.18812, -3.82885, 1.94328], [-0.11090, -3.12972, 3.20646], [1.00957, -3.50659, 4.04276], [-0.89694, -2.05790, 3.50520], [-1.28500, -1.21052, 2.59941], [-2.47898, -0.49074, 2.83033], [-3.58220, -1.24847, 3.16483], [-4.84242, -0.68941, 3.41104], [-5.00448, 0.65646, 3.31137], [-3.91958, 1.48800, 2.94002], [-4.17694, 2.87432, 2.81381], [-3.19768, 3.71808, 2.39071], [-1.92824, 3.20981, 2.09532], [-1.58997, 1.87509, 2.26003], [-0.32634, 1.47645, 1.84839], [0.68767, 2.27965, 1.99193], [0.87727, 3.16480, 3.05318], [1.18949, 4.55031, 2.77720], [0.30450, 2.92632, 4.34863], [1.68157, 2.32620, 1.07697], [3.06355, 2.59155, 1.41888], [1.45155, 2.03288, -0.32524], [-2.62060, 0.94208, 2.67634], [-1.18310, -1.96720, 4.86568], [-1.55091, -0.73211, 5.51157], [-1.55227, -3.15132, 5.61173], [-0.42681, -4.88481, 2.12021], [0.76210, -3.76679, 1.40771], [-0.96372, -3.38950, 1.32448], [1.92711, -3.44052, 3.45201], [0.90081, -4.53126, 4.41591], [1.09706, -2.82714, 4.88580], [-3.45608, -2.32422, 3.20832], [-5.67623, -1.33355, 3.66187], [-5.97045, 1.11699, 3.47953], [-5.17521, 3.23575, 3.02820], [-3.39898, 4.77346, 2.25052], [-1.17632, 3.87215, 1.68438], [1.44114, 4.67740, 1.72747], [2.03496, 4.89669, 3.38112], [0.32369, 5.18553, 3.00622], [0.14908, 1.86246, 4.47130], [-0.65214, 3.44433, 4.49377], [1.00571, 3.26078, 5.11961], [3.19231, 2.59975, 2.49809], [3.40361, 3.54863, 1.00791], [3.68156, 1.79979, 0.99074], [0.45723, 1.62873, -0.46312], [2.17932, 1.31171, -0.69171], [1.54226, 2.94991, -0.92085], [-1.22497, 0.09897, 4.90383], [-1.05647, -0.67353, 6.48681], [-2.63295, -0.64282, 5.65779], [-1.47460, -4.03321, 4.98183], [-2.58874, -3.06180, 5.95767], [-0.91116, -3.29108, 6.48846], [1.83244, -1.37934, 1.43275], [-3.26797, 1.52517, -0.38131], [-1.64036, 0.98745, -1.18920], [-0.77065, 2.60875, -1.58431], [-2.13502, 0.13301, -2.79780], [-3.94140, 1.88591, -1.16574], [-3.10944, 2.33656, 0.33403], [-3.77723, 0.71719, 0.14444], [-1.42354, 3.20740, -2.22918], [0.17569, 2.44881, -2.10089], [-0.58456, 3.18295, -0.67232], [-2.48594, 0.87313, -3.52362], [-2.94112, -0.58269, -2.61698], [-1.29366, -0.40219, -3.24167], [4.84586, 0.00771, -1.96546], [3.33730, 0.42442, -3.17557], [1.47214, -0.06966, -2.67824], [3.71515, -0.30988, -4.81391], [2.98607, -1.38840, -5.29655], [3.34708, -1.99980, -6.49229], [4.43066, -1.52635, -7.21701], [5.15501, -0.43778, -6.74432], [4.80226, 0.16310, -5.54636], [3.29951, 2.22020, -3.56657], [2.40129, 2.69673, -4.52085], [2.27818, 4.05720, -4.74910], [3.04315, 4.95901, -4.01628], [3.93857, 4.49078, -3.06772], [4.07013, 3.12294, -2.84692], [2.12833, -1.73390, -4.73086], [2.77255, -2.84202, -6.85887], [4.71322, -2.00277, -8.14822], [5.99882, -0.06146, -7.31021], [5.37566, 1.00067, -5.16601], [1.78507, 1.99252, -5.06786], [1.57484, 4.41882, -5.48942], [2.93335, 6.02361, -4.18467], [4.53817, 5.18977, -2.49669], [4.76732, 2.73665, -2.11235]], "mulliken_charge": [1.48, -0.40, 0.05, -0.43, 0.28, 0.70, 0.84, -0.40, -1.10, -0.60, -1.03, -0.62, -1.10, -0.70, 1.19, 0.26, 0.50, 0.55, 0.41, 0.53, 0.39, -1.18, 0.55, -1.20, -0.65, 1.35, -1.16, 0.35, -1.56, -1.02, 1.74, -1.19, -0.91, -0.49, -0.34, 1.33, -1.11, 0.53, -1.21, -0.87, 0.96, -1.17, 0.44, 0.31, 0.60, -0.78, -1.29, 0.49, 0.34, -0.18, 0.34, 0.31, 0.34, 0.64, 0.37, 0.40, 0.37, 0.37, 0.43, 0.32, 0.27, 0.37, 0.04, 0.25, 0.39, 0.44, 0.33, 0.21, -1.90, -0.20, 0.75, 0.02, 0.49, 0.22, 0.39, 0.37, 0.31, -0.71, -0.80, 1.08, -1.12, -1.06, 0.70, 0.10, 0.01, 0.63, -0.09, 0.29, 0.50, 0.20, 0.11, -0.51, 1.23, -0.42, 0.24, -0.26, -0.75, -0.39, -0.63, -0.65, -0.05, -0.50, -0.65, -0.41, -0.55, -0.33, 0.33, 0.40, 0.35, 0.37, 0.35, 0.39, 0.39, 0.37, 0.41, 0.35], "e_above_lowest_kcal_mol": 20.31, "spin_multiplicity": 1, "gap_ev": 6.85, "total_charge": -1, "energy_ev": -178518.8770, "e_homo_ev": -4.617}

=====

{"formula": "C7H14N2", "method": "the ωB97M-V functional and the def2-TZVPD basis", "species": ["C", "C", "C", "C", "C", "N", "C", "C", "N", "H", "H", "H", "H", "H", "H", "H", "H", "H", "H", "H", "H", "H", "H"], "coordinates": [[0.81987, 0.96829, 0.83098], [0.41688, -0.36810, 1.45128], [-0.48074, 1.14704, -0.89258], [-1.87160, 1.29490, -0.33861], [-0.08967, -1.31442, 0.39830], [2.10597, 1.05939, 0.48707], [0.64775, -1.36875, -0.84160], [-1.22334, -2.02695, 0.53176], [1.91295, -1.03743, -0.97024], [0.29764, 1.84247, 1.21794], [2.34493, 1.98997, 0.15388], [2.28368, -0.14201, -0.32457], [2.29534, -1.12012, -1.90356], [-0.35330, -0.22333, 2.20919], [1.29828, -0.78881, 1.94653], [0.16225, -1.86929, -1.67616], [-0.45513, 0.55055, -1.80196], [0.02519, 2.08759, -1.10072], [-1.58557, -2.67446, -0.25667], [-1.80844, -1.98583, 1.43998], [-1.89963, 1.99745, 0.49960], [-2.25152, 0.33236, 0.02594], [-2.59179, 1.64951, -1.08574]], "mulliken_charge": [-0.17, -0.99, -0.67, -0.84, 0.99, -0.80, -0.67, -1.06, -0.33, 0.53, 0.22, 0.40, 0.25, 0.32, 0.38, 0.38, 0.29, 0.38, 0.26, 0.32, 0.28, 0.18, 0.34], "e_above_lowest_kcal_mol": 96.83, "spin_multiplicity": 1, "gap_ev": [6.62, 6.62], "total_charge": 0, "energy_ev": -10462.1681, "e_homo_ev": [-6.598, -6.596]}